# 1
Density functional theory data (the ωB97M-V functional and the def2-TZVPD basis) for a 2-piece molecular cluster, C25H58N2O10P3 overall in a non-equilibrium geometry.

## Properties
DFT total energy = -78167.906 eV
HOMO energy = -10.09 eV
Gap between HOMO and LUMO = 5.8799 eV

Structure (ORCA input):
```
! RIJCOSX wB97M-V def2-TZVPD def2/J DEFGRID3
* xyz 1 1
C -4.62 -4.12 2.18
C -3.26 -3.60 1.41
O -3.38 -3.61 -0.08
C -2.95 -2.26 -0.47
C -2.96 -2.01 -2.12
C -1.47 -1.73 -2.76
C -1.64 -0.97 -4.24
C -2.14 -1.97 -5.43
C -2.15 -1.07 -6.84
O -3.56 -2.41 -5.26
O -0.63 -0.87 -1.92
C -1.10 0.51 -1.82
C -0.11 1.59 -2.61
C -0.42 3.17 -2.18
C 0.81 3.83 -1.31
C 0.32 4.58 0.09
C 0.88 3.87 1.46
C 1.58 4.89 2.54
C 2.86 4.18 3.27
C 2.56 2.68 3.88
O 3.65 1.77 3.41
C 3.14 0.82 2.41
P -0.94 0.99 0.06
O -2.03 2.02 0.54
C -0.57 -3.12 -3.00
C 0.41 -3.26 -1.69
O -1.48 -4.23 -3.24
C -0.86 -5.53 -3.43
C 0.60 -5.56 -4.16
N 1.02 -6.96 -4.65
P -0.93 -6.56 -1.78
P 0.98 -7.52 -1.35
O 0.98 -7.85 0.22
O 2.39 -6.54 -1.64
O 1.01 -9.08 -2.16
H -5.31 -3.20 2.45
H -5.18 -4.99 1.63
H -4.27 -4.57 3.23
H -2.34 -4.25 1.79
H -3.05 -2.51 1.84
H -1.92 -2.02 0.04
H -3.74 -1.51 0.01
H -3.58 -1.00 -2.26
H -3.60 -2.83 -2.69
H -2.45 -0.09 -4.19
H -0.59 -0.56 -4.54
H -1.43 -2.88 -5.66
H -2.95 -0.20 -6.62
H -1.12 -0.51 -6.99
H -2.50 -1.68 -7.77
H -3.59 -3.35 -4.87
H -2.23 0.70 -2.08
H 1.00 1.27 -2.29
H -0.25 1.47 -3.79
H -0.49 3.77 -3.21
H -1.46 3.31 -1.66
H 1.59 2.98 -1.07
H 1.36 4.63 -1.96
H 0.72 5.68 0.04
H -0.86 4.51 0.13
H 0.00 3.22 1.90
H 1.72 3.10 1.11
H 1.90 5.88 1.99
H 0.77 5.13 3.35
H 3.15 4.89 4.19
H 3.78 4.05 2.52
H 1.49 2.27 3.66
H 2.71 2.75 5.06
H 3.13 1.32 1.34
H 3.93 -0.06 2.34
H 2.11 0.33 2.68
H 0.42 1.41 0.24
H -1.11 -0.20 0.91
H 0.13 -2.83 -3.92
H -0.16 -3.09 -0.65
H 1.36 -2.53 -1.74
H 0.90 -4.35 -1.58
H -1.59 -6.14 -4.16
H 1.47 -5.04 -3.56
H 0.48 -4.93 -5.17
H 0.98 -7.02 -5.69
H 2.05 -6.99 -4.38
H -1.96 -7.59 -1.97
H 2.82 -6.26 -0.77
H 0.69 -9.75 -1.45
C 1.49 6.02 7.55
C 2.45 6.74 6.66
O 2.80 6.38 5.56
N 3.12 7.93 7.04
C 2.63 8.72 8.17
H 1.05 5.18 7.01
H 2.01 5.65 8.43
H 0.67 6.69 7.85
H 4.09 7.64 7.16
H 3.18 8.45 6.15
H 3.23 9.63 8.22
H 2.75 8.14 9.08
H 1.58 8.98 8.00
*
```

Löwdin population analysis, charges in e, atoms 1 to 4: -0.11, -0.26, -0.21, -0.21

# 2
Density functional theory data (the ωB97M-V functional and the def2-TZVPD basis) for C25H58N8O8SSi as an isolated structure in a non-equilibrium geometry.

## Properties
DFT total energy = -73879.074 eV
Relative energy (zero: lowest compared OMol25 entry of this formula, charge and spin) = 0.0 kcal per mole
HOMO energy = -8.55 eV
Gap between HOMO and LUMO = 9.0269 eV

Structure (ORCA input):
```
! RIJCOSX wB97M-V def2-TZVPD def2/J DEFGRID3
* xyz 0 1
C 0.02 -3.56 -2.74
C -0.31 -2.81 -4.04
O -0.99 -1.59 -3.91
C -2.03 -1.56 -2.94
Si -3.55 -2.68 -3.21
N -3.35 -3.89 -4.54
C -3.29 -5.02 -4.11
S -3.16 -6.47 -3.51
H 0.96 -4.08 -2.86
H 0.06 -2.91 -1.88
H -0.73 -4.33 -2.58
H -0.79 -3.50 -4.73
H 0.64 -2.57 -4.52
H -2.42 -0.55 -2.95
H -1.68 -1.69 -1.92
H -4.70 -1.84 -3.60
H -3.88 -3.38 -1.97
C -3.66 -0.82 0.36
O -4.20 -1.76 -0.20
N -4.32 0.22 0.89
C -3.63 1.31 1.55
C -5.77 0.25 0.81
H -2.57 -0.75 0.48
H -3.96 1.38 2.59
H -3.85 2.25 1.04
H -2.56 1.14 1.53
H -6.19 -0.63 1.30
H -6.08 0.23 -0.24
H -6.15 1.15 1.28
C -1.64 -0.53 4.21
O -2.28 -0.77 3.20
N -0.30 -0.55 4.29
C 0.39 -0.24 5.52
C 0.47 -0.89 3.10
H -2.13 -0.25 5.16
H 1.05 0.62 5.36
H 0.98 -1.10 5.82
H -0.32 0.00 6.32
H 0.24 -0.17 2.32
H 0.20 -1.88 2.76
H 1.53 -0.86 3.32
C -3.50 1.79 -5.77
O -4.24 1.19 -5.01
N -2.50 1.23 -6.46
C -1.64 2.00 -7.35
C -2.28 -0.20 -6.32
H -3.58 2.88 -5.93
H -1.72 1.61 -8.37
H -0.61 1.92 -7.01
H -1.93 3.05 -7.35
H -3.18 -0.74 -6.63
H -2.07 -0.44 -5.29
H -1.44 -0.51 -6.94
C -2.36 5.86 -8.99
O -1.64 4.96 -8.59
N -3.70 5.84 -8.98
C -4.49 6.95 -9.47
C -4.38 4.67 -8.45
H -1.94 6.79 -9.41
H -5.12 7.34 -8.67
H -5.12 6.62 -10.30
H -3.84 7.74 -9.83
H -4.10 4.51 -7.41
H -4.10 3.78 -9.02
H -5.46 4.81 -8.51
C 2.69 -3.11 5.29
O 2.00 -3.26 4.30
N 4.03 -3.17 5.31
C 4.80 -2.98 6.52
C 4.72 -3.43 4.06
H 2.25 -2.90 6.29
H 5.47 -2.13 6.40
H 5.39 -3.87 6.72
H 4.14 -2.79 7.37
H 4.49 -2.66 3.33
H 4.41 -4.39 3.65
H 5.80 -3.45 4.24
C 0.16 2.80 3.84
O 1.34 2.74 3.55
N -0.49 3.90 4.25
C -1.90 3.89 4.58
C 0.26 5.14 4.36
H -0.50 1.91 3.78
H -2.44 4.58 3.93
H -2.04 4.19 5.62
H -2.31 2.89 4.44
H 0.68 5.41 3.40
H 1.08 5.02 5.07
H -0.40 5.94 4.70
C 8.56 -2.60 6.22
O 7.83 -3.21 6.97
N 9.50 -3.15 5.44
C 10.34 -2.36 4.56
C 9.69 -4.59 5.50
H 8.49 -1.50 6.10
H 10.20 -2.69 3.52
H 11.39 -2.49 4.83
H 10.08 -1.31 4.63
H 8.76 -5.10 5.21
H 9.94 -4.90 6.51
H 10.48 -4.89 4.82
*
```

Löwdin population analysis, charges in e, atoms 1 to 4: -0.06, -0.28, -0.23, -0.32

> DFT total energy of number 2 (C25H58N8O8SSi)?

-73879.074 eV